{"formula": "C28H32CrN7O4", "method": "ωB97M-V/def2-TZVPD", "e_homo_ev": [-14.4, -14.4], "total_charge": 2, "de_lowest_kcal_mol": 29.3, "spin_multiplicity": 4, "symbols": ["Cr", "C", "C", "C", "C", "C", "C", "C", "N", "N", "C", "C", "C", "C", "C", "C", "N", "C", "C", "C", "C", "C", "C", "N", "H", "H", "H", "H", "H", "H", "H", "H", "H", "H", "H", "H", "H", "H", "H", "H", "H", "H", "H", "H", "N", "C", "C", "N", "H", "H", "H", "H", "H", "H", "H", "H", "O", "C", "O", "C", "C", "C", "C", "C", "C", "N", "O", "O", "H", "H", "H", "H"], "coordinates": [[0.1589, 0.2510, 1.0891], [-2.4942, -1.1142, 0.3910], [-3.1555, -0.1297, 1.3420], [-2.7192, 1.2953, 1.1458], [-3.6638, 2.2709, 0.8705], [-3.2894, 3.5991, 0.7675], [-1.9586, 3.9303, 0.9722], [-1.0672, 2.9155, 1.2176], [-1.4156, 1.6145, 1.2898], [-1.1047, -1.5079, 0.7913], [-1.1713, -2.2148, 2.1112], [-0.9388, -1.3190, 3.2927], [-1.3510, -1.6542, 4.5705], [-1.0462, -0.8046, 5.6204], [-0.3416, 0.3661, 5.3577], [0.0268, 0.6332, 4.0611], [-0.2584, -0.1996, 3.0424], [-0.5942, -2.5557, -0.1762], [-0.5972, -2.3754, -1.6935], [0.0570, -3.3655, -2.4204], [0.0243, -3.3119, -3.8022], [-0.6514, -2.2723, -4.4237], [-1.2567, -1.3228, -3.6224], [-1.2328, -1.3718, -2.2834], [-2.4341, -0.6932, -0.6034], [-3.0983, -2.0239, 0.3343], [-3.0041, -0.4032, 2.3893], [-4.2275, -0.1815, 1.1694], [-4.6996, 1.9836, 0.7419], [-4.0240, 4.3600, 0.5382], [-1.6126, 4.9538, 0.9288], [-0.0232, 3.1471, 1.3538], [-0.4069, -2.9928, 2.1287], [-2.1319, -2.7233, 2.2054], [-1.9078, -2.5681, 4.7337], [-1.3579, -1.0460, 6.6284], [-0.0898, 1.0616, 6.1471], [0.5667, 1.5392, 3.8117], [-1.2000, -3.4500, 0.0085], [0.4240, -2.7898, 0.1233], [0.5766, -4.1720, -1.9129], [0.5184, -4.0763, -4.3900], [-0.7094, -2.1998, -5.5023], [-1.7893, -0.4798, -4.0516], [2.0068, -1.0821, 2.1569], [3.2602, -0.3642, 1.8456], [3.0846, 1.1086, 2.1389], [1.9007, 1.6614, 1.4170], [1.9214, -1.1878, 3.1629], [2.0640, -2.0167, 1.7687], [3.4688, -0.5037, 0.7909], [4.1131, -0.7428, 2.4092], [3.9917, 1.6443, 1.8664], [2.9244, 1.2617, 3.2075], [2.1322, 1.8599, 0.4496], [1.6938, 2.5638, 1.8269], [1.5272, -0.6370, -0.5531], [1.1206, 0.3137, -1.2594], [0.2502, 1.1043, -0.7302], [1.6238, 0.5668, -2.6210], [2.5779, -0.2759, -3.1856], [3.0348, -0.0381, -4.4715], [2.5417, 1.0376, -5.1971], [1.5911, 1.8588, -4.6149], [1.1224, 1.6451, -3.3383], [1.0511, 3.0068, -5.3829], [0.1635, 3.6549, -4.8579], [1.5311, 3.2230, -6.4746], [2.9459, -1.1178, -2.6128], [3.7771, -0.6899, -4.9134], [2.8821, 1.2472, -6.2013], [0.3696, 2.2964, -2.9197]], "forces_ev_per_angstrom": [[0.5, 0.1, -0.4], [0.0, 0.0, 0.2], [0.2, 0.0, -0.1], [0.1, 0.0, 0.2], [-0.1, 0.2, 0.0], [0.0, -0.1, 0.0], [-0.1, 0.1, 0.0], [0.0, -0.2, 0.0], [0.0, 0.2, -0.3], [0.1, 0.2, -0.2], [0.1, 0.1, 0.0], [0.1, 0.0, -0.3], [0.0, 0.0, 0.2], [0.0, 0.0, 0.0], [0.0, 0.0, 0.1], [-0.1, 0.0, -0.2], [-0.5, 0.4, 0.7], [-0.2, -0.1, -0.1], [0.0, 0.3, 0.0], [0.1, -0.1, 0.1], [0.1, -0.1, 0.0], [0.0, 0.1, 0.0], [0.0, 0.0, 0.2], [0.0, 0.1, 0.2], [0.0, 0.0, -0.2], [0.0, -0.1, 0.0], [-0.1, 0.0, 0.0], [-0.1, 0.0, 0.0], [0.1, 0.0, 0.0], [0.0, 0.0, 0.0], [0.0, 0.0, 0.0], [-0.1, 0.0, -0.1], [0.1, 0.0, 0.0], [0.0, -0.1, 0.0], [0.0, 0.0, 0.0], [0.0, 0.0, 0.0], [0.0, 0.0, 0.0], [-0.1, 0.0, 0.0], [0.0, 0.0, 0.1], [0.1, 0.0, 0.0], [0.0, 0.1, 0.0], [0.0, 0.0, 0.0], [0.0, 0.0, 0.1], [0.0, -0.1, 0.0], [0.4, 0.1, -0.5], [-0.1, 0.0, 0.0], [-0.1, -0.1, 0.0], [-0.3, -0.5, 0.3], [0.0, 0.0, 0.0], [0.1, -0.1, 0.0], [0.0, -0.1, -0.1], [0.0, 0.0, 0.0], [0.0, 0.1, 0.0], [0.0, 0.0, 0.0], [0.1, 0.0, -0.1], [0.0, 0.1, 0.0], [0.1, 0.0, 0.3], [-0.2, 0.0, -0.1], [0.1, -0.3, 0.1], [-0.1, 0.0, 0.0], [0.0, -0.1, 0.0], [0.0, 0.0, 0.0], [0.0, 0.1, -0.1], [0.0, 0.0, 0.0], [-0.2, 0.1, 0.0], [-0.1, 0.2, -0.1], [0.2, -0.2, -0.1], [-0.1, -0.1, 0.3], [0.0, 0.0, 0.0], [0.0, 0.0, 0.0], [0.0, 0.0, 0.0], [0.0, 0.0, 0.0]], "mulliken_charge": [-0.01, -1.16, -1.45, 0.66, -0.99, -0.54, -1.15, -0.36, 0.97, 2.23, -1.52, 0.41, -1.09, -0.54, -1.05, -0.56, 1.51, -1.98, 0.52, -1.00, -0.55, -0.64, -0.52, -0.04, 0.53, 0.59, 0.26, 0.71, 0.51, 0.44, 0.52, 0.36, 0.67, 0.52, 0.55, 0.46, 0.49, 0.45, 0.83, 0.54, 0.48, 0.48, 0.47, 0.45, -0.20, -0.73, -0.76, -0.24, 0.29, 0.19, 0.27, 0.52, 0.49, 0.32, 0.19, 0.32, -0.59, 1.22, -0.65, 0.30, -0.52, -0.94, -0.48, -0.39, -0.20, 1.07, -0.60, -0.59, 0.48, 0.47, 0.56, 0.74]}